Entry from the Open Molecules 2025 dataset: a cluster of 2 separate species, C2H7NO3P in total at a distorted geometry (wB97M-V/def2-TZVPD).

Results
energy relative to the best compared isomer or geometry (same formula, charge and spin) = 3.931 eV
charge = -1
orbital gap = 8.457 eV
LUMO = 3.608 eV

Last columns: bonded neighbours and bond lengths (Å).
Atoms and positions in Å:
1 C -0.466 0.823 -1.528  C2 1.581, H8 1.040, H9 1.090, H10 1.085
2 C -0.380 0.068 -0.141  C1 1.581, P7 1.784, H11 1.174, H12 1.113
3 N 4.530 0.991 -1.899  O6 1.245, H13 1.116
4 O 2.349 -0.089 -0.346  P7 1.549
5 O 1.151 -1.684 1.221  P7 1.520
6 O 4.262 2.177 -2.164  N3 1.245
7 P 1.084 -0.951 -0.109  C2 1.784, O4 1.549, O5 1.520, H14 1.436
8 H 0.322 0.425 -2.078  C1 1.040
9 H -1.292 0.820 -2.240  C1 1.090
10 H -0.204 1.838 -1.247  C1 1.085
11 H -1.191 -0.771 0.003  C2 1.174
12 H -0.190 0.654 0.785  C2 1.113
13 H 3.769 0.638 -1.163  N3 1.116
14 H 0.742 -1.837 -1.186  P7 1.436